C5H12NO | ωB97M-V/def2-TZVPD

Bonds (Å) are listed after each position.
Atoms and positions in Å:
1 O 0.994 0.554 -2.245  C2 1.185
2 C 1.615 0.632 -1.238  O1 1.185, C3 1.602, H8 1.109
3 C 1.009 -0.170 0.009  C2 1.602, C4 1.506, N7 1.560, H9 1.086
4 C -0.187 0.634 0.447  C3 1.506, C5 1.579, C6 1.495, H10 1.096
5 C -0.734 -0.022 1.775  C4 1.579, H11 1.078, H12 1.090, H13 1.092
6 C -1.309 0.703 -0.538  C4 1.495, H14 1.120, H15 1.103, H16 1.097
7 N 0.541 -1.557 -0.530  C3 1.560, H17 1.026, H18 1.021, H19 1.028
8 H 2.467 1.318 -1.051  C2 1.109
9 H 1.821 -0.299 0.718  C3 1.086
10 H 0.103 1.661 0.697  C4 1.096
11 H -1.330 0.717 2.285  C5 1.078
12 H -1.299 -0.940 1.616  C5 1.090
13 H 0.075 -0.255 2.471  C5 1.092
14 H -1.032 1.404 -1.366  C6 1.120
15 H -1.788 -0.199 -0.954  C6 1.103
16 H -2.199 1.301 -0.307  C6 1.097
17 H 1.152 -2.359 -0.337  N7 1.026
18 H 0.369 -1.362 -1.518  N7 1.021
19 H -0.269 -1.761 0.068  N7 1.028

Summary:
* DFT total energy: -326.885436 Ha
* spin multiplicity: 2
* <S²>: 0.759
* ΔE to the lowest compared entry with this formula, charge and spin: 61.2 kcal per mole
* Kohn-Sham gap (spin up / spin down): 10.46 / 6.10 eV
* net charge: +2